{"formula": "C4H7CrO2", "method": "wB97M-V/def2-TZVPD", "charge": 1, "multiplicity": 5, "e_tot_ha": -1351.19062, "de_lowest_kcal_mol": 23.1, "homo_lumo_gap_ev": [7.98, 8.65], "s2": 6.177, "lumo_energy_ev": [-5.891, -5.186], "homo_ev": [-13.874, -13.834], "species": ["O", "C", "C", "O", "C", "C", "Cr", "H", "H", "H", "H", "H", "H", "H"], "xyz": [[0.82809, -1.45702, -1.54088], [-0.15314, -0.88267, -1.96244], [-1.09187, -0.07848, -1.10743], [-0.84887, -0.18435, 0.25645], [0.13416, 0.74898, 0.80451], [0.91524, 0.18401, 1.95306], [1.32296, -1.74716, 1.25542], [-0.38067, -0.87965, -3.04886], [-2.11152, -0.43795, -1.33286], [-1.04594, 0.97126, -1.45620], [-0.43482, 1.59667, 1.21379], [0.66137, 1.19563, -0.05442], [1.84293, 0.75971, 2.11471], [0.36208, 0.21103, 2.90514]], "forces_ev_per_a": [[-0.1, -0.2, 0.7], [0.4, 0.3, -0.2], [-0.3, 0.2, -0.4], [0.8, -0.6, 1.0], [-1.3, 1.4, -0.6], [0.8, -0.6, -0.1], [-0.7, 0.9, -0.7], [0.1, -0.1, 0.3], [0.2, 0.2, 0.2], [-0.1, -0.3, 0.0], [-0.1, -0.1, -0.2], [0.6, -0.5, 0.5], [-0.2, -0.3, -0.2], [0.0, -0.3, -0.4]], "lowdin_charge": [0.03, -0.18, -0.19, -0.17, -0.28, -0.19, 1.11, 0.15, 0.15, 0.15, 0.13, 0.13, 0.07, 0.07]}